1 | {
  "formula": "C3H6N3S",
  "method": "ωB97M-V with the def2-TZVPD basis set",
  "elements": ["C", "C", "C", "N", "N", "N", "S", "H", "H", "H", "H", "H", "H"],
  "coordinates": [[-0.6749, 0.9832, 0.5944], [-2.6225, 0.0299, -0.0734], [-0.5250, -1.3676, -0.1576], [0.4807, 1.2718, 0.0099], [1.0800, 0.6685, -0.9214], [-1.3983, -0.1879, 0.2182], [-4.0649, 0.2995, -0.1755], [-1.0408, 1.6639, 1.3555], [-0.9818, -2.3865, -0.3803], [0.1973, -1.4918, 0.6487], [0.1110, -1.2508, -1.1130], [0.9275, 2.1174, 0.3421], [1.7559, 1.2763, -1.2279]],
  "mulliken_charge": [-0.419, 0.745, -0.739, 0.310, -0.709, 0.044, -0.213, 0.446, 0.354, 0.345, 0.365, 0.265, 0.205],
  "spin_multiplicity": 1,
  "gap_ha": [0.25658, 0.25647],
  "total_charge": 1,
  "e_homo_ev": [-12.516, -12.513],
  "e_lumo_ev": [-5.5, -5.5]
}

---

2 | {
  "formula": "C3H6N3S",
  "method": "ωB97M-V with the def2-TZVPD basis set",
  "elements": ["C", "C", "C", "N", "N", "N", "S", "H", "H", "H", "H", "H", "H"],
  "coordinates": [[0.9525, 1.2328, 0.9649], [1.1408, 0.2570, 0.0254], [-0.9798, 0.1580, -1.3669], [-0.1389, 0.9635, 1.6910], [-0.7646, -0.0039, 1.3567], [0.0426, -0.5490, 0.0935], [0.1828, -2.2950, 0.0779], [1.6438, 1.9979, 1.2339], [1.9534, -0.0222, -0.5496], [-0.7292, 1.2253, -1.4721], [-0.5067, -0.6306, -1.9935], [-2.0028, -0.0794, -1.2047], [-0.7938, -2.2545, 1.1435]],
  "mulliken_charge": [-0.457, -0.030, -0.403, -0.126, -0.162, 0.004, 0.000, 0.480, 0.479, 0.307, 0.332, 0.300, 0.276],
  "spin_multiplicity": 1,
  "gap_ha": 0.33268,
  "total_charge": 1,
  "e_homo_ev": -14.734,
  "e_lumo_ev": -5.7
}

---

3 | {
  "formula": "C3H6N3S",
  "method": "ωB97M-V with the def2-TZVPD basis set",
  "elements": ["C", "C", "C", "N", "N", "N", "S", "H", "H", "H", "H", "H", "H"],
  "coordinates": [[1.2376, 1.9088, -0.3811], [2.1446, -0.2529, -0.2052], [-0.2707, 0.5151, 0.8851], [2.1689, 0.8909, -0.5245], [0.2724, 1.5046, 0.3500], [-1.8155, -1.3510, -0.3333], [2.4309, -1.7103, 0.1756], [1.1219, 2.8752, -0.8676], [-0.7837, -0.2791, 0.3133], [-0.3972, 0.4388, 1.9518], [-1.5103, -2.3111, -0.6867], [-2.2403, -0.8463, -1.1570], [-2.3586, -1.3826, 0.4796]],
  "mulliken_charge": [0.090, 0.585, -0.493, -0.312, -0.010, -0.867, -0.194, 0.384, 0.668, 0.291, 0.269, 0.298, 0.291],
  "spin_multiplicity": 1,
  "gap_ha": 0.30484,
  "total_charge": 1,
  "e_homo_ev": -13.810,
  "e_lumo_ev": -5.5
}

---

4 | {
  "formula": "C3H6N3S",
  "method": "ωB97M-V with the def2-TZVPD basis set",
  "elements": ["C", "C", "C", "N", "N", "N", "S", "H", "H", "H", "H", "H", "H"],
  "coordinates": [[-1.1359, -0.4676, -0.1530], [1.0772, -0.2355, 0.2236], [-0.1791, 1.8543, -0.0159], [-0.5590, -1.7145, -0.0671], [0.8135, -1.5886, 0.2561], [-0.1605, 0.4093, -0.0356], [2.4862, 0.5239, 0.0266], [-2.1051, -0.2662, -0.4813], [-1.1693, 2.1714, 0.3931], [-0.2724, 2.1226, -1.0604], [0.7701, 2.2079, 0.4379], [-0.9496, -2.6795, 0.2364], [1.3839, -2.3377, 0.2396]],
  "mulliken_charge": [0.001, 0.185, -0.764, -0.171, 0.011, 0.079, -0.319, 0.463, 0.336, 0.384, 0.270, 0.341, 0.184],
  "spin_multiplicity": 1,
  "gap_ha": 0.30884,
  "total_charge": 1,
  "smiles": "C[n+]1c[nH][nH]c1=S",
  "e_homo_ev": -13.210,
  "e_lumo_ev": -4.8
}

---

Energy relative to the most stable one, in eV: 1 2.751; 2 3.504; 3 1.269; 4 0.000

---

1 | {
  "formula": "C7H8N4",
  "method": "ωB97M-V with the def2-TZVPD basis set",
  "elements": ["C", "C", "C", "C", "C", "C", "C", "N", "N", "N", "N", "H", "H", "H", "H", "H", "H", "H", "H"],
  "coordinates": [[-1.0055, 2.2746, -0.1638], [-3.5523, -0.1663, -0.2571], [-1.4286, 0.9044, -0.3331], [-2.5545, 0.4578, 0.5143], [-0.0939, -0.2368, 0.3971], [0.3509, -1.3474, -0.6597], [1.2655, 0.5034, 0.7883], [-0.7409, 3.3750, 0.0106], [-4.1975, -0.9355, -0.8557], [-1.9971, -0.5028, 1.5613], [-0.8219, -0.7707, 1.5081], [-1.3870, 0.6157, -1.4523], [-2.8703, 1.3617, 0.9971], [1.4195, -1.6498, -0.4785], [0.3097, -0.8776, -1.6613], [-0.2545, -2.3671, -0.6905], [1.2667, 1.3701, 0.1027], [2.1064, -0.1802, 0.5872], [1.2382, 0.8842, 1.7850]],
  "mulliken_charge": [-0.013, 0.158, -0.046, 0.130, 1.070, -1.298, -1.298, -0.435, -0.511, -0.482, -0.118, 0.424, 0.416, 0.368, 0.305, 0.310, 0.324, 0.326, 0.371],
  "spin_multiplicity": 1,
  "gap_ha": 0.37847,
  "e_homo_ev": -10.134,
  "e_lumo_ev": 0.2
}

---

2 | {
  "formula": "C7H8N4",
  "method": "ωB97M-V with the def2-TZVPD basis set",
  "elements": ["C", "C", "C", "C", "C", "C", "C", "H", "H", "H", "H", "H", "H", "H", "H", "N", "N", "N", "N"],
  "coordinates": [[-1.5401, -1.6853, 0.6366], [-2.5509, 0.9755, -1.2693], [-1.1378, 1.4359, -1.2121], [-0.6037, 0.3814, -0.4930], [0.8499, 0.2136, -0.0516], [1.4524, 0.7368, 1.1940], [2.7845, 0.3235, 1.1864], [-1.6173, -1.7751, 1.5764], [-2.1068, -2.5123, 0.4024], [-0.4381, -2.1438, 0.3038], [-3.2986, 1.6622, -2.0878], [-0.6132, 2.4664, -1.5664], [1.0650, 1.4102, 1.8449], [3.4781, 0.4731, 1.7045], [4.0340, -0.6661, -0.4995], [-1.5643, -0.4785, -0.1718], [-2.8002, -0.1237, -0.6012], [2.9031, -0.3082, -0.1307], [1.7040, -0.3855, -0.7656]],
  "mulliken_charge": [-1.054, -0.107, -0.135, 0.459, -0.004, -0.571, -0.887, 0.453, 0.401, 0.255, 0.224, 0.271, 0.468, 0.759, 0.319, 0.805, -1.059, -0.073, -0.523],
  "spin_multiplicity": 1,
  "gap_ha": 0.35329,
  "smiles": "Cn1nccc1-c1cc[nH]n1",
  "e_homo_ev": -9.018,
  "e_lumo_ev": 0.6
}

---

Energy relative to the most stable one, in eV: 1 0.000; 2 2.598